Run a
This record from the OMol25 dataset describes C23H41N2NdOP3 as an isolated structure. The level of theory is ωB97M-V with the def2-TZVPD basis set.

Properties
Spin multiplicity ... 4
Net charge ... +3
E_LUMO (spin up / spin down) ... -10.04 / -9.88 eV
Kohn-Sham gap (spin up / spin down) ... 7.34 / 7.50 eV
HOMO energy (spin up / spin down) ... -0.639 / -0.639 hartree
<S²> ... 3.754
Molar mass ... 598.756 g mol⁻¹

Atoms and positions in Å:
Nd -0.396 -0.558 0.133
P 0.617 -2.974 -0.977
P -3.242 0.199 -0.098
P 2.403 -0.156 1.018
O 0.180 0.338 -1.658
N -0.671 0.272 2.425
N 0.436 0.056 7.707
C 0.158 0.916 -2.945
C -0.746 1.401 3.182
C -1.064 2.370 -4.385
C -3.965 0.304 -1.778
C -0.490 1.380 4.544
C -0.154 -0.999 4.398
C 3.069 -1.331 2.262
C -0.439 -0.919 3.040
C 2.648 1.425 1.912
C -0.729 1.969 -3.086
C 0.559 4.293 0.878
C -3.691 1.846 0.578
C -0.735 -4.094 -1.517
C -0.163 0.165 5.162
C 0.848 0.337 -4.001
C -4.471 -0.856 0.762
C 3.799 -0.087 -0.166
C 0.488 0.734 -5.296
C 1.323 4.125 -0.213
C -0.464 1.743 -5.482
C 0.164 0.110 6.566
C 1.533 -2.755 -2.547
C 1.720 -4.136 -0.081
H 1.822 -3.751 -2.913
H -4.062 -1.870 0.860
H 0.082 -1.964 4.850
H -0.486 -1.840 2.431
H -1.189 -4.580 -0.644
H 1.626 -0.407 -3.813
H -4.332 -0.684 -2.084
H -3.994 1.742 1.628
H 3.725 1.626 2.000
H 2.841 -2.363 1.968
H 0.973 4.445 -1.200
H -0.536 2.304 5.120
H -0.436 4.747 0.804
H 2.442 -2.157 -2.392
H 3.684 0.784 -0.827
H 4.746 0.002 0.388
H 2.219 1.351 2.919
H 0.954 0.250 -6.157
H 0.902 4.033 1.886
H 2.612 -1.143 3.241
H -1.513 -3.516 -2.036
H -4.792 1.028 -1.788
H -1.167 2.421 -2.192
H 0.905 -2.275 -3.310
H 2.164 2.265 1.391
H 2.326 3.687 -0.174
H 0.633 -0.671 -1.609
H -4.514 2.283 -0.005
H -0.344 -4.863 -2.199
H -4.661 -0.455 1.766
H 1.246 -4.436 0.863
H -3.194 0.630 -2.489
H 4.159 -1.208 2.341
H 1.901 -5.033 -0.690
H -1.009 2.324 2.660
H -0.735 2.049 -6.495
H 2.680 -3.655 0.149
H -1.796 3.165 -4.530
H 3.823 -0.997 -0.781
H -5.411 -0.901 0.195
H -2.820 2.514 0.530

Charges per atom according to Löwdin partitioning, unit e: atom 1 (Nd): 1.40, atom 2 (P): 0.71, atom 3 (P): 0.71, atom 4 (P): 0.73, atom 5 (O): -0.29, atom 6 (N): -0.14, atom 7 (N): 0.25, atom 8 (C): -0.28, atom 9 (C): -0.08, atom 10 (C): -0.03, atom 11 (C): -0.25, atom 12 (C): 0.05, atom 13 (C): 0.02, atom 14 (C): -0.24, atom 15 (C): -0.19, atom 16 (C): -0.24, atom 17 (C): -0.03, atom 18 (C): -0.08, atom 19 (C): -0.25, atom 20 (C): -0.24, atom 21 (C): -0.17, atom 22 (C): -0.02, atom 23 (C): -0.26, atom 24 (C): -0.25, atom 25 (C): -0.02, atom 26 (C): -0.06, atom 27 (C): -0.03, atom 28 (C): -0.11, atom 29 (C): -0.25, atom 30 (C): -0.23, atom 31 (H): 0.08, atom 32 (H): 0.04, atom 33 (H): 0.15, atom 34 (H): 0.09, atom 35 (H): 0.06, atom 36 (H): 0.11, atom 37 (H): 0.06, atom 38 (H): 0.05, atom 39 (H): 0.08, atom 40 (H): 0.02, atom 41 (H): 0.06, atom 42 (H): 0.15, atom 43 (H): 0.06, atom 44 (H): 0.05, atom 45 (H): 0.06, atom 46 (H): 0.07, atom 47 (H): 0.05, atom 48 (H): 0.13, atom 49 (H): 0.05, atom 50 (H): 0.04, atom 51 (H): 0.05, atom 52 (H): 0.07, atom 53 (H): 0.12, atom 54 (H): 0.05, atom 55 (H): 0.00, atom 56 (H): 0.05, atom 57 (H): 0.04, atom 58 (H): 0.07, atom 59 (H): 0.08, atom 60 (H): 0.06, atom 61 (H): 0.06, atom 62 (H): 0.02, atom 63 (H): 0.08, atom 64 (H): 0.08, atom 65 (H): 0.12, atom 66 (H): 0.13, atom 67 (H): 0.04, atom 68 (H): 0.13, atom 69 (H): 0.04, atom 70 (H): 0.07, atom 71 (H): 0.03

---

Run b
This record from the OMol25 dataset describes C23H41N2NdOP3 as an isolated structure. The level of theory is ωB97M-V with the def2-TZVPD basis set.

Properties
Spin multiplicity ... 4
Net charge ... +3
E_LUMO (spin up / spin down) ... -10.27 / -9.67 eV
Kohn-Sham gap (spin up / spin down) ... 6.94 / 7.55 eV
HOMO energy (spin up / spin down) ... -0.632 / -0.633 hartree
<S²> ... 3.755
Molar mass ... 598.756 g mol⁻¹

Atoms and positions in Å:
Nd -0.358 -0.314 -0.066
P -3.280 0.249 -0.170
P 2.656 -0.258 1.172
P 0.673 -2.772 -0.781
O 0.047 0.523 -2.071
N 0.202 0.029 7.800
N -0.560 -0.142 2.434
C 0.034 -0.031 6.643
C 0.365 0.684 -5.692
C 4.174 -0.093 0.129
C -1.314 2.303 -4.970
C -4.455 -0.762 0.819
C 3.224 -1.535 2.352
C -3.759 1.829 0.669
C -0.598 1.033 4.505
C 1.415 -2.543 -2.464
C 1.172 4.115 -0.361
C 0.787 0.466 -4.385
C -0.646 1.614 -5.975
C 1.663 -3.958 0.212
C -0.870 -3.714 -1.217
C -1.001 1.985 -3.627
C -0.198 -1.261 3.127
C -0.010 -1.262 4.506
C -3.853 0.361 -1.911
C -0.032 0.999 -3.401
C -0.771 0.994 3.135
C 0.485 4.346 0.773
C -0.186 -0.085 5.224
C 2.882 1.220 2.231
H -1.999 3.132 -5.187
H 2.645 -3.512 0.436
H -3.844 -0.629 -2.382
H 1.704 -0.077 -4.104
H 1.124 -4.107 1.161
H -3.203 0.989 -2.534
H -2.878 2.463 0.840
H 0.886 0.166 -6.499
H -0.965 1.773 -7.002
H -1.460 2.514 -2.776
H 0.262 -2.192 5.030
H 2.472 2.112 1.736
H -1.295 -4.106 -0.283
H 4.246 -0.978 -0.511
H 0.780 -1.800 -2.981
H 2.832 -2.529 2.084
H 2.863 -1.268 3.356
H -1.596 -3.016 -1.666
H 1.828 -4.943 -0.250
H 0.974 4.311 1.756
H 2.370 1.073 3.191
H 4.081 0.812 -0.485
H -4.529 -0.334 1.830
H -4.172 1.595 1.665
H -4.866 0.774 -1.931
H 5.076 -0.029 0.752
H 0.859 4.434 -1.357
H 2.049 3.447 -0.399
H 0.000 -2.180 2.543
H -4.522 2.391 0.116
H 2.447 -2.173 -2.406
H -0.705 -4.541 -1.928
H 3.947 1.411 2.423
H -4.068 -1.782 0.970
H 0.907 0.046 -1.928
H 4.325 -1.547 2.438
H -0.784 1.951 5.025
H -0.570 4.665 0.764
H -1.065 1.864 2.549
H 1.429 -3.434 -3.107
H -5.477 -0.769 0.413

Charges per atom according to Löwdin partitioning, unit e: atom 1 (Nd): 1.48, atom 2 (P): 0.72, atom 3 (P): 0.73, atom 4 (P): 0.69, atom 5 (O): -0.26, atom 6 (N): 0.25, atom 7 (N): -0.15, atom 8 (C): -0.11, atom 9 (C): -0.03, atom 10 (C): -0.26, atom 11 (C): -0.03, atom 12 (C): -0.26, atom 13 (C): -0.26, atom 14 (C): -0.25, atom 15 (C): 0.03, atom 16 (C): -0.24, atom 17 (C): -0.07, atom 18 (C): -0.02, atom 19 (C): -0.04, atom 20 (C): -0.24, atom 21 (C): -0.24, atom 22 (C): -0.02, atom 23 (C): -0.14, atom 24 (C): 0.02, atom 25 (C): -0.25, atom 26 (C): -0.28, atom 27 (C): -0.11, atom 28 (C): -0.08, atom 29 (C): -0.17, atom 30 (C): -0.26, atom 31 (H): 0.13, atom 32 (H): 0.03, atom 33 (H): 0.06, atom 34 (H): 0.13, atom 35 (H): 0.05, atom 36 (H): 0.02, atom 37 (H): 0.02, atom 38 (H): 0.13, atom 39 (H): 0.13, atom 40 (H): 0.12, atom 41 (H): 0.15, atom 42 (H): 0.02, atom 43 (H): 0.06, atom 44 (H): 0.04, atom 45 (H): 0.02, atom 46 (H): 0.01, atom 47 (H): 0.05, atom 48 (H): 0.04, atom 49 (H): 0.08, atom 50 (H): 0.06, atom 51 (H): 0.04, atom 52 (H): 0.05, atom 53 (H): 0.05, atom 54 (H): 0.05, atom 55 (H): 0.07, atom 56 (H): 0.07, atom 57 (H): 0.06, atom 58 (H): 0.04, atom 59 (H): 0.11, atom 60 (H): 0.07, atom 61 (H): 0.06, atom 62 (H): 0.08, atom 63 (H): 0.08, atom 64 (H): 0.04, atom 65 (H): 0.05, atom 66 (H): 0.08, atom 67 (H): 0.14, atom 68 (H): 0.06, atom 69 (H): 0.11, atom 70 (H): 0.08, atom 71 (H): 0.08

---

Most stable = run b

---

Run a
This record from the OMol25 dataset describes C2HCl2F as an isolated structure. The level of theory is ωB97M-V with the def2-TZVPD basis set.

Properties
E_LUMO ... 0.24 eV
Kohn-Sham gap ... 10.47 eV
HOMO energy ... -0.376 hartree
Molar mass ... 114.934 g mol⁻¹

Atoms and positions in Å:
Cl 2.050 -0.585 -0.063
Cl 1.064 1.941 -0.024
F -1.945 0.298 -0.116
C -0.738 -0.466 0.099
C 0.421 0.275 0.148
H -0.852 -1.464 -0.044

Charges per atom according to Löwdin partitioning, unit e: atom 1 (Cl): 0.46, atom 2 (Cl): 0.55, atom 3 (F): -0.07, atom 4 (C): -0.11, atom 5 (C): -0.91, atom 6 (H): 0.08

---

Run b
This record from the OMol25 dataset describes an isolated molecule of C2HCl2F. The level of theory is ωB97M-V with the def2-TZVPD basis set.

Properties
Structure (SMILES) ... FC=C(Cl)Cl
E_LUMO ... 0.40 eV
Kohn-Sham gap ... 9.66 eV
HOMO energy ... -0.340 hartree
Molar mass ... 114.934 g mol⁻¹

Atoms and positions in Å:
Cl -1.286 -1.059 -1.481
Cl -0.304 -1.393 1.196
F 0.950 0.875 1.185
C -0.537 -0.397 -0.128
C 0.474 0.588 -0.030
H 0.703 1.386 -0.742

Charges per atom according to Löwdin partitioning, unit e: atom 1 (Cl): 0.66, atom 2 (Cl): 0.69, atom 3 (F): -0.03, atom 4 (C): -1.19, atom 5 (C): -0.24, atom 6 (H): 0.12

---

Most stable = run b

---

Run a
This record from the OMol25 dataset describes a 2-piece molecular cluster, C6H16O2 overall. The level of theory is ωB97M-V with the def2-TZVPD basis set.

Properties
Structure (SMILES) ... CCCCCCO.O
E_LUMO ... 0.92 eV
Kohn-Sham gap ... 11.06 eV
HOMO energy ... -0.373 hartree
Molar mass ... 120.192 g mol⁻¹

Atoms and positions in Å:
O 0.839 1.713 -2.459
O -2.228 1.544 -1.335
C 0.103 -1.107 1.243
C -1.472 0.591 -0.579
C -1.119 1.146 0.796
C 1.341 -0.763 0.396
C 1.701 -1.861 -0.636
C -0.639 0.075 1.824
H -2.209 2.384 -0.871
H -2.063 1.534 1.204
H 0.908 -2.597 -0.771
H 1.866 -1.344 -1.582
H 1.164 0.184 -0.117
H 2.563 -2.384 -0.285
H -0.566 -1.795 0.765
H 0.234 1.179 -2.975
H -0.498 2.029 0.781
H 0.034 0.644 2.468
H -0.558 0.469 -1.149
H 2.180 -0.567 1.059
H -1.450 -0.191 2.500
H 0.536 -1.686 2.056
H 1.336 1.162 -1.843
H -2.004 -0.357 -0.487

Charges per atom according to Löwdin partitioning, unit e: atom 1 (O): -0.05, atom 2 (O): -0.07, atom 3 (C): -0.23, atom 4 (C): -0.26, atom 5 (C): -0.18, atom 6 (C): -0.24, atom 7 (C): -0.08, atom 8 (C): -0.20, atom 9 (H): 0.07, atom 10 (H): 0.11, atom 11 (H): 0.07, atom 12 (H): 0.06, atom 13 (H): 0.06, atom 14 (H): 0.06, atom 15 (H): 0.09, atom 16 (H): 0.04, atom 17 (H): 0.11, atom 18 (H): 0.11, atom 19 (H): 0.06, atom 20 (H): 0.11, atom 21 (H): 0.11, atom 22 (H): 0.11, atom 23 (H): 0.01, atom 24 (H): 0.13

---

Run b
This record from the OMol25 dataset describes a 2-piece molecular cluster, C6H16O2 overall. The level of theory is ωB97M-V with the def2-TZVPD basis set.

Properties
Structure (SMILES) ... CC(C)O.CC(C)O
E_LUMO ... 0.63 eV
Kohn-Sham gap ... 10.67 eV
HOMO energy ... -0.369 hartree
Molar mass ... 120.192 g mol⁻¹

Atoms and positions in Å:
O 1.557 -1.631 -0.502
O -1.767 4.434 1.164
C -2.542 2.691 2.631
C 2.044 -2.885 -0.889
C -1.933 3.035 1.271
C 1.812 -2.935 -2.425
C -2.604 2.368 0.077
C 3.484 -3.028 -0.620
H -2.614 1.590 2.657
H 3.593 -3.189 0.466
H -1.912 3.022 3.473
H 4.092 -2.155 -0.910
H -0.926 2.573 1.216
H -3.553 3.112 2.760
H 0.665 -1.847 -0.157
H 2.537 -2.431 -3.085
H 0.817 -2.489 -2.589
H 1.769 -4.003 -2.699
H -3.613 2.776 -0.101
H -1.966 2.615 -0.788
H -1.763 4.640 0.206
H -2.678 1.270 0.156
H 1.628 -3.615 -0.165
H 3.870 -3.917 -1.147

Charges per atom according to Löwdin partitioning, unit e: atom 1 (O): -0.06, atom 2 (O): -0.05, atom 3 (C): -0.06, atom 4 (C): -0.54, atom 5 (C): -0.53, atom 6 (C): -0.05, atom 7 (C): -0.07, atom 8 (C): -0.09, atom 9 (H): 0.08, atom 10 (H): 0.08, atom 11 (H): 0.08, atom 12 (H): 0.09, atom 13 (H): 0.13, atom 14 (H): 0.08, atom 15 (H): 0.10, atom 16 (H): 0.09, atom 17 (H): 0.07, atom 18 (H): 0.08, atom 19 (H): 0.09, atom 20 (H): 0.08, atom 21 (H): 0.10, atom 22 (H): 0.08, atom 23 (H): 0.14, atom 24 (H): 0.09

---

Most stable = run a

---

Run a
This record from the OMol25 dataset describes a 2-piece molecular cluster, C9H15N2O2S overall. The level of theory is ωB97M-V with the def2-TZVPD basis set.

Properties
Net charge ... +1
E_LUMO ... -2.39 eV
Kohn-Sham gap ... 8.47 eV
HOMO energy ... -0.399 hartree
Molar mass ... 215.298 g mol⁻¹

Atoms and positions in Å:
S -3.000 0.774 -0.053
O -0.512 2.744 0.317
O -1.230 -1.238 0.507
N -0.223 -1.277 -0.429
N 1.762 -0.832 0.846
C -0.267 2.863 -1.161
C 0.447 1.750 -0.426
C -0.172 -1.368 -1.916
C 1.706 -0.298 2.174
C 1.078 -1.046 -0.274
C -3.385 -0.462 1.185
C -2.474 -0.991 0.103
C 1.427 -1.280 -1.695
C 2.994 -0.500 1.458
H 1.352 -1.029 2.894
H -0.565 -2.147 -2.473
H -1.046 2.681 -1.911
H 3.550 0.312 1.187
H 1.981 -0.554 -2.186
H 1.269 0.766 2.404
H -4.398 -0.949 1.390
H 1.472 1.890 -0.041
H 1.772 -2.251 -2.049
H -0.520 -0.386 -2.294
H 0.389 3.682 -1.355
H 3.657 -1.476 1.751
H -3.032 -1.605 -0.578
H -1.277 2.294 0.532
H -2.754 -0.065 2.098

Charges per atom according to Löwdin partitioning, unit e: atom 1 (S): 0.89, atom 2 (O): -0.03, atom 3 (O): 0.00, atom 4 (N): -0.01, atom 5 (N): 0.00, atom 6 (C): -0.10, atom 7 (C): -0.07, atom 8 (C): 0.00, atom 9 (C): -0.06, atom 10 (C): -0.20, atom 11 (C): -0.38, atom 12 (C): -0.59, atom 13 (C): 0.02, atom 14 (C): -0.06, atom 15 (H): 0.12, atom 16 (H): 0.10, atom 17 (H): 0.11, atom 18 (H): 0.08, atom 19 (H): 0.10, atom 20 (H): 0.16, atom 21 (H): 0.12, atom 22 (H): 0.05, atom 23 (H): 0.13, atom 24 (H): 0.12, atom 25 (H): 0.10, atom 26 (H): 0.18, atom 27 (H): 0.12, atom 28 (H): -0.02, atom 29 (H): 0.12

---

Run b
This record from the OMol25 dataset describes an isolated ion of composition C9H15N2O2S and charge +1. The level of theory is ωB97M-V with the def2-TZVPD basis set.

Properties
Net charge ... +1
Structure (SMILES) ... CC/[N+]([S-])=C/[C@H]1OC[N+]2=C(CCC2)O1
E_LUMO (spin up / spin down) ... -3.95 / -3.95 eV
Kohn-Sham gap (spin up / spin down) ... 8.37 / 8.37 eV
HOMO energy (spin up / spin down) ... -0.453 / -0.453 hartree
Molar mass ... 215.298 g mol⁻¹

Atoms and positions in Å:
S -0.910 -0.053 -1.316
O -0.352 1.811 0.784
O 0.704 0.810 2.637
N 1.616 0.803 0.447
N -1.092 -0.892 0.034
C -0.411 0.861 1.818
C 2.674 0.712 -0.428
C 1.727 0.241 1.726
C 1.110 2.364 -1.104
C -3.417 -1.758 0.143
C 2.186 1.457 -1.723
C 0.650 1.516 -0.011
C -1.879 -2.099 -0.012
C -0.798 -0.521 1.229
H 3.003 -0.325 -0.613
H 1.373 3.320 -0.670
H -3.967 -1.937 -0.736
H 0.316 2.443 -1.787
H -3.431 -0.792 0.587
H -0.988 -1.281 1.950
H -3.873 -2.481 0.809
H 2.972 2.168 -2.055
H -1.277 1.209 2.314
H 2.658 0.445 2.311
H 3.620 1.051 0.085
H 1.643 0.910 -2.383
H -1.660 -2.539 -1.077
H 1.677 -0.877 1.580
H -1.689 -2.733 0.831

Charges per atom according to Löwdin partitioning, unit e: atom 1 (S): 0.90, atom 2 (O): 0.10, atom 3 (O): 0.05, atom 4 (N): -0.04, atom 5 (N): -0.58, atom 6 (C): -0.29, atom 7 (C): -0.11, atom 8 (C): -0.07, atom 9 (C): -0.08, atom 10 (C): -0.03, atom 11 (C): -0.06, atom 12 (C): -0.42, atom 13 (C): -0.23, atom 14 (C): -0.03, atom 15 (H): 0.15, atom 16 (H): 0.16, atom 17 (H): 0.06, atom 18 (H): 0.10, atom 19 (H): 0.07, atom 20 (H): 0.14, atom 21 (H): 0.08, atom 22 (H): 0.14, atom 23 (H): 0.17, atom 24 (H): 0.18, atom 25 (H): 0.16, atom 26 (H): 0.07, atom 27 (H): 0.15, atom 28 (H): 0.17, atom 29 (H): 0.11

---

Most stable = run b